1.
Molecular formula: C33H96F6N5O19S2
Method: DFT, ωB97M-V/def2-TZVPD

Each line ends with the Mulliken charge.
Atoms and positions in Å:
C: -0.423 1.838 -0.646  -0.18
F: -0.973 1.948 -1.827  -0.28
F: 0.104 3.047 -0.258  0.05
F: -1.313 1.442 0.251  0.00
S: 0.971 0.533 -0.696  1.03
O: 1.748 0.963 -1.845  -0.64
O: 1.749 0.571 0.571  -0.30
N: 0.262 -1.039 -1.155  -0.30
S: 0.220 -1.679 0.197  0.31
O: 1.546 -2.030 0.673  -0.53
O: -0.541 -1.014 1.261  -0.04
C: -0.711 -3.275 -0.202  -0.13
F: -0.029 -3.939 -1.069  -0.02
F: -0.908 -3.966 0.931  -0.15
F: -1.912 -3.019 -0.681  -0.17
C: 1.687 3.913 -3.931  -0.18
O: 1.031 3.314 -5.027  -0.67
H: 1.773 4.993 -4.050  0.42
H: 1.075 3.772 -3.041  -0.19
H: 2.710 3.573 -3.774  0.18
H: 0.143 3.670 -5.112  0.47
C: 2.596 -2.217 -3.151  -0.53
O: 1.163 -2.304 -3.219  -0.69
H: 2.843 -1.156 -3.119  0.06
H: 2.934 -2.524 -2.161  0.10
H: 3.116 -2.666 -3.997  0.47
H: 0.794 -1.933 -2.414  0.33
C: -0.868 -4.328 -4.634  -0.52
O: 0.503 -4.484 -4.380  -0.59
H: -1.221 -5.021 -5.398  0.32
H: -1.405 -4.395 -3.688  0.07
H: -1.082 -3.340 -5.042  0.24
H: 0.828 -3.739 -3.869  0.67
C: 2.430 -5.961 -1.958  -0.24
O: 1.823 -6.773 -2.900  -0.64
H: 1.939 -4.995 -1.844  -0.12
H: 2.362 -6.452 -0.988  0.24
H: 3.486 -5.862 -2.208  0.37
H: 1.374 -6.216 -3.540  0.41
C: 4.923 -1.099 -0.075  0.06
O: 5.541 -1.629 -1.253  -0.56
H: 4.290 -1.783 0.491  -0.35
H: 5.705 -0.857 0.645  0.58
H: 4.296 -0.257 -0.369  0.03
H: 6.252 -1.045 -1.527  0.29
C: -4.551 -4.805 -2.164  -0.31
O: -4.894 -5.664 -1.098  -0.52
H: -4.227 -3.824 -1.817  -0.08
H: -3.854 -5.299 -2.841  0.24
H: -5.454 -4.700 -2.767  0.39
H: -5.200 -6.458 -1.542  0.29
C: -1.459 -7.122 1.481  -0.28
O: -1.727 -8.000 2.553  -0.56
H: -1.413 -7.639 0.522  0.34
H: -2.256 -6.379 1.468  0.25
H: -0.490 -6.666 1.683  -0.03
H: -2.435 -8.633 2.411  0.28
C: 4.388 2.931 -0.885  -0.07
C: 4.780 4.308 -1.325  -0.74
O: 3.589 5.117 -1.442  -0.57
H: 3.619 2.542 -1.552  -0.07
H: 3.984 3.068 0.118  -0.08
H: 5.161 2.162 -0.896  0.35
H: 5.308 4.203 -2.273  0.42
H: 5.509 4.731 -0.633  0.35
H: 3.168 5.132 -0.579  0.41
C: 0.832 -1.332 4.799  -0.42
C: 2.294 -1.201 4.651  0.44
O: 2.956 -2.243 5.312  -0.69
H: 0.285 -0.681 4.117  -0.01
H: 0.452 -1.052 5.782  0.39
H: 0.469 -2.327 4.542  0.03
H: 2.764 -0.259 4.936  0.20
H: 2.586 -1.257 3.603  -0.22
H: 2.610 -3.052 4.928  0.42
C: -3.493 0.596 -3.333  -0.90
C: -2.840 -0.525 -2.536  0.44
O: -1.484 -0.509 -2.941  -0.61
H: -3.445 0.455 -4.413  0.42
H: -2.906 1.470 -3.052  -0.16
H: -4.536 0.645 -3.021  0.28
H: -3.320 -1.479 -2.757  0.24
H: -2.923 -0.359 -1.462  -0.06
H: -0.941 -0.744 -2.186  0.40
C: -3.737 -1.579 2.069  -0.71
C: -3.377 -1.403 3.548  0.60
O: -4.555 -1.824 4.220  -0.58
H: -2.901 -1.382 1.399  -0.11
H: -4.570 -0.934 1.790  0.38
H: -4.034 -2.624 1.975  0.37
H: -3.213 -0.350 3.780  -0.40
H: -2.534 -1.970 3.942  0.15
H: -4.481 -1.615 5.154  0.30
C: -3.171 4.446 -0.572  -1.00
C: -3.626 4.690 0.848  0.31
C: -2.985 3.711 1.836  -0.09
O: -3.224 4.113 3.178  -0.46
C: -2.598 3.271 4.161  -0.22
N: -3.290 6.111 1.166  -0.80
H: -3.713 4.986 -1.348  0.64
H: -3.285 3.388 -0.811  -0.01
H: -2.110 4.626 -0.743  0.24
H: -4.700 4.527 0.930  0.20
H: -1.913 3.650 1.644  -0.19
H: -3.440 2.734 1.673  0.32
H: -2.894 3.741 5.099  0.34
H: -1.523 3.441 4.110  0.07
H: -2.895 2.225 4.236  0.02
H: -3.818 6.351 1.993  0.27
H: -3.839 6.647 0.509  0.28
C: 3.844 4.610 2.672  -1.42
C: 2.400 4.422 2.145  1.82
C: 1.299 4.397 3.297  -0.45
O: 1.711 3.646 4.420  -0.52
C: 1.549 2.232 4.183  -0.46
N: 2.057 5.455 1.111  -0.59
H: 3.926 5.391 3.428  0.43
H: 4.506 4.751 1.818  0.35
H: 4.189 3.685 3.133  0.28
H: 2.300 3.481 1.603  -0.94
H: 0.301 4.137 2.943  -0.08
H: 1.205 5.427 3.641  0.42
H: 2.427 1.803 3.699  0.18
H: 0.629 2.011 3.642  0.25
H: 1.510 1.746 5.158  0.28
H: 2.234 6.303 1.631  0.27
H: 1.060 5.476 0.951  0.16
C: 4.636 -4.643 1.313  -1.54
C: 3.886 -4.075 2.520  2.00
C: 2.761 -4.986 3.024  -0.67
O: 2.182 -4.393 4.138  -0.28
C: 1.030 -5.092 4.670  -0.91
N: 4.847 -3.973 3.604  -0.78
H: 5.018 -5.630 1.573  0.49
H: 5.455 -3.996 1.000  0.30
H: 3.951 -4.725 0.469  0.19
H: 3.458 -3.095 2.308  -1.02
H: 3.217 -5.925 3.338  0.37
H: 2.063 -5.063 2.190  0.18
H: 1.371 -6.003 5.162  0.31
H: 0.334 -5.338 3.868  0.26
H: 0.510 -4.478 5.406  0.36
H: 4.352 -3.584 4.394  0.38
H: 5.108 -4.839 4.052  0.31
C: -2.054 5.611 -3.880  -1.51
C: -2.326 4.185 -4.369  2.66
C: -3.830 3.993 -4.645  -1.12
O: -4.602 4.294 -3.515  -0.17
C: -5.935 3.867 -3.510  -0.87
N: -1.489 4.005 -5.543  -0.67
H: -2.250 6.309 -4.694  0.45
H: -0.988 5.702 -3.675  0.35
H: -2.526 5.884 -2.936  0.33
H: -2.047 3.430 -3.635  -1.49
H: -3.986 2.958 -4.950  0.44
H: -4.113 4.612 -5.496  0.43
H: -6.069 2.785 -3.515  0.28
H: -6.411 4.304 -4.388  0.35
H: -6.409 4.310 -2.635  0.23
H: -1.814 3.199 -6.057  0.23
H: -1.788 4.705 -6.207  0.28

Computed properties:
- Charge: -1
- Multiplicity: 1
- HOMO-LUMO gap: 0.333 Eh


2.
Molecular formula: C33H96N2O17V
Method: DFT, ωB97M-V/def2-TZVPD

Each line ends with the Mulliken charge.
Atoms and positions in Å:
V: -0.166 3.184 1.522  0.50
C: -1.814 -0.658 -1.428  -1.41
C: -1.162 -0.817 -0.050  2.53
C: -0.767 -2.344 0.228  -0.78
C: 0.465 -2.953 -0.358  -0.77
C: 1.689 -2.059 -0.269  -0.32
C: 1.383 -0.497 -0.476  2.04
N: 0.073 -0.065 0.121  0.36
O: -0.107 1.388 0.107  1.10
C: 1.411 -0.249 -2.085  -1.78
C: 2.509 0.303 0.187  -0.90
C: -2.203 -0.551 1.087  -0.48
H: -1.169 -1.084 -2.197  0.39
H: -2.032 0.400 -1.572  -0.13
H: -2.766 -1.153 -1.618  0.17
H: -1.506 -2.976 -0.264  -0.15
H: -0.951 -2.582 1.276  0.21
H: 0.260 -3.281 -1.377  -0.17
H: 0.714 -3.889 0.143  0.53
H: 2.375 -2.379 -1.054  0.64
H: 2.239 -2.240 0.654  -0.83
H: 0.908 -0.994 -2.703  -0.14
H: 2.464 -0.210 -2.362  0.58
H: 1.037 0.749 -2.312  0.20
H: 2.658 0.043 1.235  0.11
H: 2.448 1.376 0.006  -0.32
H: 3.448 0.067 -0.315  0.20
H: -1.742 -0.627 2.072  -0.14
H: -3.028 -1.262 1.100  0.21
H: -2.582 0.463 0.953  -0.82
C: -4.446 2.627 -0.379  -0.38
C: -3.711 3.947 -0.674  1.74
C: -4.654 4.907 -1.437  -1.25
C: -5.677 5.536 -0.478  -0.72
C: -4.908 6.189 0.768  -1.43
C: -4.030 5.254 1.603  1.47
N: -3.150 4.611 0.592  0.09
O: -2.267 3.714 1.280  0.32
C: -5.002 4.429 2.506  -1.40
C: -3.224 6.182 2.613  -1.75
C: -2.588 3.701 -1.781  -1.38
H: -5.114 2.642 0.482  0.10
H: -3.714 1.897 -0.033  -0.84
H: -4.911 2.139 -1.235  0.51
H: -5.322 4.440 -2.160  0.32
H: -4.076 5.668 -1.960  0.47
H: -6.290 4.713 -0.109  0.30
H: -6.167 6.361 -0.995  0.45
H: -5.591 6.790 1.368  0.44
H: -4.380 6.950 0.195  0.44
H: -5.519 5.018 3.263  0.46
H: -4.364 3.814 3.141  0.07
H: -5.798 3.840 2.050  0.30
H: -2.338 5.638 2.941  0.07
H: -3.845 6.717 3.332  0.42
H: -2.912 7.024 1.995  0.45
H: -1.876 4.526 -1.741  0.45
H: -2.988 3.594 -2.789  0.41
H: -1.935 2.866 -1.527  -0.41
C: 0.476 -1.660 3.989  -0.86
O: 0.807 -0.639 3.118  -0.71
H: 1.385 -1.831 4.565  0.25
H: -0.347 -1.382 4.648  0.26
H: 0.140 -2.589 3.528  0.26
H: 0.357 -0.858 2.299  0.25
C: -7.002 -1.005 -0.876  -0.68
O: -5.732 -1.553 -0.477  -0.35
H: -7.863 -1.515 -0.442  0.28
H: -7.040 0.020 -0.509  0.22
H: -7.084 -0.864 -1.954  0.31
H: -5.158 -0.796 -0.616  0.21
C: 0.953 4.319 -1.154  -0.38
O: 0.329 4.742 0.049  -0.14
H: 1.948 3.898 -1.010  -0.03
H: 0.339 3.652 -1.759  -0.01
H: 1.109 5.162 -1.826  0.49
H: 0.363 5.702 0.061  0.19
C: 5.325 -5.181 -0.809  -0.83
O: 4.067 -4.616 -0.511  -0.44
H: 6.142 -4.601 -0.380  0.27
H: 5.429 -6.157 -0.334  0.36
H: 5.505 -5.178 -1.884  0.25
H: 3.484 -5.378 -0.470  0.27
C: 5.671 0.383 2.342  -0.38
O: 5.560 -0.285 1.096  -0.25
H: 4.804 1.030 2.470  -0.07
H: 5.713 -0.271 3.213  0.30
H: 6.455 1.132 2.227  0.35
H: 5.125 -1.121 1.279  0.31
C: 6.972 1.003 -2.205  -0.57
O: 6.033 -0.070 -2.193  -0.50
H: 7.235 1.149 -1.157  0.23
H: 7.870 0.781 -2.782  0.29
H: 6.624 1.979 -2.544  0.25
H: 5.828 -0.281 -1.279  0.28
C: -0.847 -7.133 -1.819  -0.86
O: -0.171 -6.027 -2.479  -0.30
H: -0.565 -7.180 -0.768  0.28
H: -1.927 -7.069 -1.959  0.36
H: -0.649 -8.078 -2.326  0.33
H: 0.721 -6.381 -2.472  0.22
C: 2.325 0.057 -5.679  -0.10
O: 1.468 0.904 -6.498  -0.55
H: 3.286 -0.033 -6.185  0.32
H: 2.523 0.469 -4.689  0.05
H: 1.986 -0.977 -5.618  0.01
H: 1.188 1.685 -6.014  0.31
C: 5.295 3.195 -0.044  -0.46
O: 4.134 3.795 0.528  -0.41
H: 5.741 3.830 -0.810  0.39
H: 5.981 2.983 0.776  0.30
H: 5.097 2.189 -0.416  -0.01
H: 4.358 4.682 0.817  0.20
C: 4.348 -2.962 2.772  -0.35
O: 4.995 -3.041 1.475  -0.69
H: 3.273 -3.110 2.671  0.19
H: 4.723 -3.678 3.503  0.36
H: 4.531 -1.957 3.153  0.01
H: 4.445 -3.575 0.898  0.47
C: -4.227 -4.228 -1.047  -0.39
O: -3.821 -5.534 -1.394  -0.59
H: -5.309 -4.168 -0.929  0.33
H: -3.776 -3.797 -0.153  0.08
H: -3.910 -3.563 -1.850  0.28
H: -2.865 -5.586 -1.453  0.18
C: -2.244 -5.888 2.232  -0.07
O: -2.321 -6.330 3.596  -0.54
H: -1.813 -6.631 1.560  0.18
H: -3.234 -5.627 1.859  0.25
H: -1.587 -5.046 2.014  -0.14
H: -2.331 -7.287 3.530  0.34
C: 2.724 2.911 3.221  -0.70
O: 2.042 3.031 2.000  -0.02
H: 3.283 1.976 3.178  -0.15
H: 3.420 3.749 3.259  0.34
H: 2.087 2.814 4.100  0.31
H: 2.807 3.081 1.422  -0.01
C: 1.602 -3.894 -4.505  0.03
O: 0.513 -4.738 -4.781  -0.54
H: 2.500 -4.427 -4.193  0.24
H: 1.901 -3.340 -5.395  0.27
H: 1.369 -3.116 -3.779  -0.30
H: 0.144 -4.928 -3.915  0.43
C: -1.695 1.763 4.079  -0.54
O: -0.569 1.782 3.172  0.10
H: -2.457 0.985 4.054  0.27
H: -1.304 1.760 5.097  0.38
H: -2.251 2.686 3.914  -0.10
H: -0.049 1.042 3.492  -0.02

Computed properties:
- Charge: 0
- Multiplicity: 4
- HOMO-LUMO gap (spin up / spin down): 0.219 / 0.220 Eh


3.
Molecular formula: C34H101N19O13
Method: DFT, ωB97M-V/def2-TZVPD

Each line ends with the Mulliken charge.
Atoms and positions in Å:
C: 18.937 7.805 -8.581  -0.70
C: 19.216 9.264 -8.849  1.19
C: 20.640 9.437 -9.362  -1.31
O: 21.530 8.648 -8.593  -0.25
C: 22.861 8.687 -9.072  -0.80
N: 18.333 9.770 -9.913  -0.53
H: 17.874 7.638 -8.351  -0.47
H: 19.316 7.450 -7.616  0.50
H: 19.291 7.148 -9.372  0.48
H: 19.187 9.827 -7.906  -0.27
H: 20.956 10.488 -9.363  0.44
H: 20.693 8.985 -10.366  0.41
H: 23.442 8.087 -8.373  0.24
H: 23.213 9.719 -9.102  0.31
H: 22.920 8.145 -10.024  0.32
H: 17.414 9.984 -9.547  0.21
H: 18.762 10.605 -10.293  0.28
C: 16.462 8.151 -2.919  -1.06
C: 15.508 8.766 -3.936  2.32
C: 15.951 8.418 -5.358  -1.69
O: 16.294 7.055 -5.546  -0.11
C: 15.434 6.352 -6.409  0.43
N: 14.105 8.366 -3.735  0.65
H: 16.487 7.068 -2.851  0.14
H: 16.291 8.582 -1.928  -0.14
H: 17.465 8.510 -3.187  0.23
H: 15.619 9.854 -3.871  -0.98
H: 16.884 8.956 -5.545  0.65
H: 15.135 8.703 -6.029  0.47
H: 14.383 6.576 -6.191  -0.28
H: 15.603 5.283 -6.380  0.10
H: 15.524 6.730 -7.443  0.06
H: 13.879 8.398 -2.741  -0.20
H: 14.041 7.381 -3.993  -0.17
C: 20.021 10.080 -2.686  -1.09
C: 21.213 11.003 -2.849  0.94
C: 22.521 10.411 -2.401  -0.84
O: 23.573 11.359 -2.345  -0.38
C: 23.764 11.868 -1.051  -0.63
N: 21.312 11.389 -4.271  -0.67
H: 19.100 10.602 -2.950  0.37
H: 19.929 9.752 -1.649  -0.02
H: 20.122 9.168 -3.279  0.36
H: 20.996 11.926 -2.287  0.14
H: 22.858 9.643 -3.108  0.36
H: 22.391 9.820 -1.483  0.36
H: 24.367 11.191 -0.430  0.30
H: 22.841 12.029 -0.481  0.18
H: 24.274 12.830 -1.104  0.28
H: 20.388 11.676 -4.588  0.11
H: 21.837 12.251 -4.393  0.26
C: 12.987 13.105 -7.007  -1.26
C: 14.477 12.998 -7.241  0.56
C: 14.998 11.612 -6.853  -0.01
O: 16.401 11.487 -6.930  0.01
C: 17.081 12.117 -5.874  -0.46
N: 14.747 13.295 -8.653  -0.81
H: 12.495 12.301 -7.564  0.28
H: 12.588 14.029 -7.430  0.43
H: 12.684 13.080 -5.961  0.10
H: 15.073 13.737 -6.696  0.28
H: 14.572 10.907 -7.583  0.21
H: 14.590 11.184 -5.923  -0.43
H: 18.149 11.951 -5.991  -0.05
H: 16.746 11.791 -4.881  0.16
H: 16.912 13.201 -5.912  0.40
H: 14.293 12.599 -9.244  0.29
H: 15.735 13.144 -8.843  0.32
C: 16.727 9.131 1.070  -1.22
C: 18.173 8.852 0.645  1.69
C: 19.194 9.322 1.643  -1.15
O: 19.193 10.718 1.777  -0.30
C: 20.302 11.207 2.483  -0.69
N: 18.347 7.407 0.421  -0.60
H: 16.393 8.498 1.904  0.36
H: 16.028 8.867 0.278  0.05
H: 16.585 10.145 1.451  0.28
H: 18.326 9.400 -0.284  -0.49
H: 20.190 9.042 1.253  0.43
H: 19.129 8.762 2.590  0.41
H: 20.506 10.611 3.378  0.33
H: 20.120 12.237 2.786  0.25
H: 21.182 11.224 1.825  0.18
H: 17.813 7.182 -0.408  0.23
H: 18.035 6.856 1.207  0.28
C: 21.841 2.183 -2.475  -1.48
C: 20.561 2.436 -3.221  0.37
C: 19.600 3.325 -2.438  -0.72
O: 18.381 3.427 -3.114  -0.35
C: 17.635 4.560 -2.776  -0.62
N: 20.846 3.065 -4.528  -0.60
H: 22.477 1.520 -3.061  0.37
H: 21.701 1.842 -1.450  0.38
H: 22.414 3.113 -2.371  0.34
H: 19.964 1.546 -3.439  0.30
H: 19.986 4.315 -2.150  0.35
H: 19.449 2.867 -1.435  0.37
H: 16.834 4.770 -3.481  0.20
H: 18.263 5.466 -2.863  0.32
H: 17.346 4.523 -1.718  0.34
H: 21.399 3.899 -4.339  0.28
H: 19.971 3.411 -4.910  0.18
C: 10.729 7.338 -1.547  -1.45
C: 11.443 8.605 -1.121  1.37
C: 10.740 9.357 0.003  -1.09
O: 10.549 8.536 1.118  -0.27
C: 10.364 9.246 2.303  -0.77
N: 12.844 8.288 -0.815  -0.44
H: 9.738 7.591 -1.936  0.42
H: 10.645 6.590 -0.762  0.36
H: 11.251 6.900 -2.401  0.09
H: 11.469 9.301 -1.970  -0.36
H: 9.809 9.818 -0.357  0.43
H: 11.430 10.177 0.264  0.44
H: 10.297 8.601 3.173  0.26
H: 9.456 9.869 2.257  0.30
H: 11.163 9.982 2.486  0.30
H: 12.770 7.800 0.080  0.38
H: 13.466 9.068 -0.613  0.00
C: 14.541 11.667 -1.754  0.44
O: 14.622 10.708 -0.994  -0.54
N: 15.551 12.588 -1.838  -0.40
N: 13.504 11.860 -2.607  -0.16
H: 16.279 12.693 -1.155  0.21
H: 15.380 13.420 -2.380  0.15
H: 13.463 12.598 -3.285  0.19
H: 12.811 11.136 -2.652  -0.06
C: 18.103 3.318 -7.798  0.49
O: 19.180 2.776 -7.634  -0.68
N: 17.925 4.657 -8.016  0.15
N: 16.909 2.649 -7.689  -0.25
H: 16.999 5.008 -8.172  -0.08
H: 18.715 5.270 -7.953  0.03
H: 16.986 1.649 -7.680  0.22
H: 16.032 3.111 -7.537  0.13
C: 11.682 9.523 -6.273  0.32
O: 11.006 9.922 -7.212  -0.74
N: 12.319 8.316 -6.282  0.25
N: 11.937 10.268 -5.154  0.01
H: 12.966 8.066 -5.545  -0.29
H: 12.077 7.719 -7.049  0.08
H: 12.323 9.787 -4.354  -0.16
H: 11.378 11.095 -5.054  0.32
C: 13.575 4.148 -9.713  0.60
O: 14.524 4.367 -8.969  -0.53
N: 13.569 3.115 -10.593  -0.41
N: 12.493 4.982 -9.803  -0.44
H: 14.335 2.471 -10.541  0.23
H: 12.796 2.993 -11.221  0.14
H: 12.399 5.765 -9.184  0.16
H: 11.622 4.624 -10.158  0.19
C: 11.846 5.100 -4.367  0.46
O: 12.921 5.663 -4.244  -0.45
N: 10.754 5.660 -4.976  -0.31
N: 11.641 3.835 -3.885  -0.52
H: 10.042 5.018 -5.279  0.19
H: 10.752 6.592 -5.348  0.16
H: 12.420 3.378 -3.450  0.23
H: 10.765 3.373 -4.037  0.12
C: 16.402 6.505 -11.886  0.58
O: 15.817 5.642 -12.533  -0.69
N: 17.142 7.487 -12.479  -0.35
N: 16.380 6.521 -10.520  0.07
H: 17.338 7.396 -13.456  0.21
H: 17.492 8.254 -11.932  0.19
H: 16.741 7.321 -10.033  0.06
H: 15.819 5.841 -10.036  -0.10

Computed properties:
- Energy relative to the best compared isomer or geometry (same formula, charge and spin): 29.4 kcal per mole
- Charge: 0
- Multiplicity: 1
- HOMO-LUMO gap: 0.311 Eh